Entry from the OMol25 dataset: the molecule C5H12N2O (ωB97M-V/def2-TZVPD).

The geometry in XYZ format:
```
20
Properties=species:S:1:pos:R:3:forces:R:3:lowdin_charge:R:1
C -1.425171 -2.041128 0.424818 -1.3706 -0.4041 -0.9178 -0.21
O -2.550426 -2.465277 -0.406724 0.8515 0.0822 0.0263 -0.10
C -0.682660 -0.903356 -0.271358 -0.1298 -0.4222 0.4045 -0.42
C 0.046888 -0.020601 0.733896 0.6969 0.2141 -0.2716 -0.18
C 0.763469 1.146357 0.088883 -0.3905 -0.2883 0.3648 -0.13
C 1.148526 2.238078 0.742465 0.3468 0.0016 -0.9618 -0.22
N 1.979772 3.218352 0.188154 0.0492 0.2098 0.3452 0.03
N 0.105513 -1.395103 -1.380927 -0.0811 -0.5465 -0.2122 0.05
H -1.909496 -1.671571 1.313469 -0.0011 0.0932 0.5089 0.11
H -0.873282 -2.952496 0.643429 0.6357 0.2508 0.1790 0.12
H -1.513252 -0.357638 -0.713077 0.0117 0.4195 -0.0635 0.14
H -0.667231 0.321834 1.479362 -0.0213 0.0392 0.1550 0.11
H 0.811862 -0.619398 1.251802 -0.2474 -0.1470 0.0377 0.12
H 1.042015 1.006551 -0.948393 0.1104 0.1119 -0.0911 0.09
H 0.910399 2.392132 1.781281 -0.0570 0.0364 0.2503 0.11
H 1.915640 4.125893 0.607891 -0.0515 0.1738 0.1255 0.07
H 2.047493 3.292066 -0.814170 -0.1611 -0.2897 -0.0034 0.08
H -0.101034 -0.935699 -2.246114 0.3190 0.1368 -0.1805 0.07
H -2.141170 -2.790189 -1.224216 -0.1834 0.0708 0.1761 0.07
H 1.092154 -1.588807 -1.250475 -0.3263 0.2578 0.1286 0.09
```
Positions in Å, forces in eV/Å.

As for the total charge: 0. As for the structure (SMILES): N/C=C/C[C@@H](N)CO. As for the multiplicity: 1.



Entry from the OMol25 dataset: the molecule C22H25N3O6S (ωB97M-V/def2-TZVPD).

The geometry in XYZ format:
```
57
Properties=species:S:1:pos:R:3:forces:R:3:lowdin_charge:R:1
C -7.104019 -2.280293 -0.292292 0.3838 0.2278 0.0913 -0.06
C -5.806643 -1.790428 0.330912 -0.1995 -0.3118 0.1556 -0.26
H -5.982664 -1.460831 1.364416 0.0926 -0.0274 -0.0971 0.13
O -5.337356 -0.708729 -0.450036 0.0300 0.1814 -0.1503 -0.05
C -4.192996 -0.078301 -0.080784 0.1982 0.0757 0.0597 -0.27
C -3.397956 -0.418287 1.004475 -0.4003 -0.1658 -0.1648 -0.01
C -2.238044 0.291545 1.279083 0.2763 0.3455 0.0029 -0.04
C -1.833359 1.366784 0.485827 -0.6591 -0.3257 -0.3327 -0.25
C -2.654446 1.716573 -0.590058 -0.2065 -0.0708 -0.0907 -0.01
C -3.799199 1.005504 -0.868621 -0.0529 -0.1980 0.1483 0.02
H -4.422252 1.283999 -1.703035 -0.0775 0.0567 -0.1192 0.12
H -2.389430 2.553280 -1.209735 -0.1147 0.0042 -0.0286 0.09
N -0.660824 2.086943 0.765048 0.6254 0.9777 -0.2419 -0.15
S 0.185850 3.126699 -0.261932 0.5127 -0.2231 -0.2414 0.72
O 0.698558 4.188131 0.549619 0.0128 -0.2180 0.1126 -0.26
O -0.598021 3.473743 -1.404625 -0.1247 -0.2855 0.0841 -0.27
C 1.544471 2.144026 -0.811462 0.1975 0.5017 0.1627 -0.17
C 2.868509 2.221677 -0.455275 -0.6765 0.2032 0.0564 -0.27
O 3.552368 1.331223 -1.180269 0.2472 0.7449 0.7648 0.03
N 2.709213 0.671858 -2.018759 -0.8150 -0.6576 -0.9283 0.14
C 1.508288 1.138082 -1.820728 0.3359 0.1039 0.1723 -0.32
C 0.321131 0.668433 -2.568129 0.0669 -0.1104 -0.1763 0.00
H 0.640149 0.085303 -3.426649 -0.0458 -0.0639 -0.0588 0.09
H -0.266959 1.527323 -2.884553 -0.0407 -0.0563 -0.0911 0.08
H -0.307151 0.045457 -1.933201 -0.0842 -0.0682 0.0493 0.08
C 3.575603 3.049515 0.540128 0.2157 -0.0873 0.0474 0.02
H 4.588879 3.254398 0.204932 0.0544 0.0791 -0.0419 0.10
H 3.621377 2.505100 1.485498 0.0128 0.0414 -0.0235 0.08
H 3.022645 3.971246 0.699476 0.0925 0.0177 -0.0087 0.08
C 0.125098 1.816996 1.947175 0.3712 0.0694 0.4375 -0.09
H 0.641046 2.744580 2.207109 -0.0182 -0.3206 0.1993 0.12
H -0.519854 1.553424 2.789001 0.0189 0.0442 -0.1104 0.14
C 1.202887 0.742069 1.749394 -0.1822 -0.0039 0.1595 -0.45
O 2.293043 0.846448 2.274398 0.0482 0.0019 0.1866 0.07
N 0.815474 -0.279398 0.951419 -0.3428 -0.2357 -0.0965 0.15
C 1.580200 -1.327958 0.414308 0.1519 -0.2840 -0.0751 -0.22
C 0.905112 -2.306502 -0.305560 -0.0710 0.1358 0.0944 -0.04
C 1.620309 -3.340433 -0.883688 0.0902 0.0755 0.0202 -0.08
C 2.992390 -3.396905 -0.764108 0.2472 0.0121 0.0393 -0.01
C 3.673650 -2.407862 -0.051727 -0.4065 -0.1028 -0.1116 -0.26
C 2.960939 -1.377846 0.550470 0.3707 0.0650 0.1453 0.04
H 3.455899 -0.611920 1.120009 0.0456 0.0182 0.0137 0.10
O 5.021786 -2.531452 0.001769 -0.1466 -0.2020 -0.1172 -0.07
C 5.766386 -1.496797 0.603553 0.1226 0.1615 0.0959 -0.07
H 5.579983 -0.537922 0.110658 -0.0038 -0.0204 0.0271 0.09
H 5.543317 -1.408986 1.671362 -0.0046 0.0085 -0.0396 0.10
H 6.811235 -1.775001 0.475458 -0.0605 0.0609 0.0351 0.09
H 3.563298 -4.190441 -1.217667 0.0738 -0.1076 -0.0637 0.12
H 1.098705 -4.104342 -1.439788 -0.0382 -0.0737 -0.0547 0.11
H -0.169702 -2.257037 -0.409449 -0.1339 0.0101 0.0006 0.11
H -0.150431 -0.281641 0.647891 0.1872 0.0535 0.0315 0.10
H -1.674951 -0.013483 2.148019 0.0860 -0.0100 0.0337 0.11
H -3.660111 -1.236044 1.657021 -0.0500 -0.0678 0.0337 0.11
H -5.062204 -2.599218 0.341964 -0.0335 0.1308 0.0432 0.13
H -6.926031 -2.600273 -1.315138 -0.0172 -0.0661 -0.0902 0.08
H -7.497764 -3.114886 0.280564 -0.0565 -0.0871 0.0437 0.08
H -7.835427 -1.477129 -0.303679 -0.1052 0.0429 0.0064 0.08
```
Positions in Å, forces in eV/Å.

As for the total charge: 0. As for the structure (SMILES): CCOc1ccc(N(CC(=O)Nc2cccc(OC)c2)S(=O)(=O)c2c(C)noc2C)cc1. As for the multiplicity: 1.



For each record above, in turn, the calculated HOMO energy values are -8.03 -8.28 eV.
For each record above, in turn, the calculated energy above the lowest of the compared OMol25 structures with the same formula, charge and spin values are 46.23 87.13 kcal per mole.